Molecular formula: C9H13N4O2
Method: DFT, ωB97M-V/def2-TZVPD

HOMO level (spin up / spin down): -12.46 / -12.46 eV
Net charge: +1
Structure (SMILES): CO[NH+](/N=C/N=N/c1ccccc1)OC
HOMO-LUMO gap (spin up / spin down): 0.2941 / 0.2941 Eh

Each line ends with the Mulliken charge.
Geometry (Å):
C -0.930 -4.312 -1.652  -0.5984
O -0.399 -2.986 -1.467  -0.2362
N -1.405 -2.274 -0.933  0.4533
N -0.974 -0.959 -0.301  -0.8213
C 0.070 -0.414 -0.927  0.0999
N 0.728 0.486 -0.384  -0.1603
N 0.471 1.564 0.146  -0.1094
C 1.178 2.075 1.143  0.4068
C 2.263 1.564 1.899  -0.1615
C 2.735 2.349 2.949  -0.5928
C 2.083 3.541 3.266  -0.1312
C 1.056 4.064 2.574  -0.7331
C 0.588 3.307 1.471  -0.0101
O -2.501 -2.118 -1.729  -0.2262
C -2.433 -1.143 -2.813  -0.5134
H -1.635 -4.220 -2.525  0.2909
H -1.381 -4.814 -0.783  0.2959
H -0.072 -4.842 -1.892  0.2937
H -1.688 -2.723 -0.018  0.4469
H 0.360 -0.783 -1.901  0.4112
H 2.728 0.589 1.549  0.3329
H 3.523 1.947 3.524  0.4138
H 2.560 4.266 4.097  0.2345
H 0.584 4.890 3.068  0.3732
H -0.307 3.539 0.893  0.3998
H -2.342 -0.115 -2.348  0.2861
H -3.350 -1.249 -3.358  0.2967
H -1.511 -1.230 -3.546  0.2584



Molecular formula: C9H13N5
Method: DFT, ωB97M-V/def2-TZVPD

HOMO level (spin up / spin down): -8.13 / -8.13 eV
HOMO-LUMO gap (spin up / spin down): 0.2873 / 0.2871 Eh

Each line ends with the Mulliken charge.
Geometry (Å):
C 3.729 -0.655 -0.204  -0.1638
C 1.637 -0.660 -0.411  0.4976
C -0.550 0.867 -1.430  -0.3942
C -2.344 0.138 0.023  -0.3483
C -1.798 0.966 -1.078  0.7284
C -0.294 -0.582 1.030  1.3871
C -2.779 1.910 -1.720  -1.4599
C 0.013 -1.843 1.850  -1.6025
C 0.170 0.670 1.792  -1.5374
N 2.597 -0.536 0.502  -0.4743
N 3.558 -0.826 -1.494  -0.8588
N -1.736 -0.507 0.907  -0.5363
N 2.222 -0.835 -1.629  0.2983
N 0.312 -0.754 -0.262  -0.6705
H 4.699 -0.610 0.246  0.4710
H 0.204 1.239 -2.076  0.5031
H -3.427 0.137 0.095  0.4493
H -2.267 2.697 -2.270  0.4055
H -3.420 2.358 -0.961  0.3748
H -3.406 1.349 -2.413  0.3198
H -0.543 -1.810 2.781  0.3902
H 1.079 -1.889 2.048  0.4109
H -0.288 -2.724 1.287  0.4056
H 1.241 0.600 1.963  0.4075
H -0.353 0.733 2.743  0.4057
H -0.042 1.562 1.205  0.3328
H 1.786 -0.992 -2.522  0.2582



Molecular formula: C9H13NO
Method: DFT, ωB97M-V/def2-TZVPD

HOMO level: -6.07 eV
HOMO-LUMO gap: 0.2320 Eh

Each line ends with the Mulliken charge.
Geometry (Å):
C -1.890 1.911 -0.061  -1.1698
C -1.456 0.376 0.061  0.6599
C -1.921 -1.908 -0.416  -0.7059
C 1.112 1.158 0.683  -0.4822
C 1.088 -0.118 1.362  0.2104
C 1.735 -1.247 0.881  -1.2037
C 2.414 -1.032 -0.319  -0.0890
C 2.586 0.138 -0.964  -0.5112
C 1.907 1.302 -0.453  -0.5663
H -2.977 1.873 -0.131  0.3793
H -1.229 2.541 -0.765  0.3086
H -1.555 2.296 0.905  0.3222
H -3.164 -0.338 -0.985  0.3744
H -0.916 -2.079 -0.011  0.1694
H -2.457 -2.701 0.045  0.3565
H -1.748 -2.116 -1.503  0.2883
H 0.471 2.086 1.059  0.4970
H 0.659 -0.110 2.376  0.3137
H 1.786 -2.119 1.511  0.4554
H 2.986 -1.869 -0.804  0.2464
H 3.310 0.215 -1.822  0.3162
H 2.020 2.174 -1.138  0.2896
N -2.492 -0.545 0.025  -0.4146
O -0.268 0.114 0.462  -0.0447



Molecular formula: C9H13NO
Method: DFT, ωB97M-V/def2-TZVPD

HOMO level: -9.02 eV
Structure (SMILES): Cc1ccccc1.CC(N)=O
HOMO-LUMO gap: 0.3605 Eh

Each line ends with the Mulliken charge.
Geometry (Å):
C -2.573 -0.238 -1.815  -1.3080
C -1.236 -0.824 -1.369  0.7242
C -0.789 -0.636 -0.077  -0.5168
C 0.359 -1.291 0.362  -0.2459
C 1.039 -2.160 -0.442  -0.6496
C 0.771 -2.153 -1.833  -0.4760
C -0.369 -1.501 -2.260  -0.4247
H -2.529 0.831 -1.623  0.3099
H -3.282 -0.646 -1.100  0.3359
H -2.795 -0.507 -2.839  0.3687
H -1.378 -0.014 0.588  0.4071
H 0.757 -1.072 1.347  0.4174
H 1.857 -2.741 -0.039  0.3736
H 1.380 -2.691 -2.543  0.3744
H -0.655 -1.452 -3.305  0.2975
C 1.344 2.249 0.915  -0.8612
C 0.539 2.094 2.143  0.6615
N 1.016 1.199 3.050  -0.3806
O -0.424 2.781 2.453  -0.6483
H 1.646 3.279 0.680  0.3104
H 0.766 2.255 -0.023  0.2229
H 2.176 1.565 0.797  0.3122
H 0.578 1.109 3.949  0.2029
H 1.801 0.567 2.984  0.1924



Molecular formula: C9H13NO
Method: DFT, ωB97M-V/def2-TZVPD

HOMO level: -8.22 eV
Structure (SMILES): CC1=C[C@@H](C)C(=O)N1.C#CC
HOMO-LUMO gap: 0.3326 Eh

Each line ends with the Mulliken charge.
Geometry (Å):
C 0.230 0.315 -2.333  -1.3064
C -0.073 0.608 -0.916  0.7366
C 0.426 1.605 -0.092  -1.0489
C -0.213 1.420 1.256  0.8871
C -0.931 2.707 1.672  -1.3828
C -1.101 0.235 1.131  -0.2063
O -1.760 -0.470 1.894  -0.6924
N -1.047 -0.086 -0.210  -0.0557
H 0.975 -0.471 -2.420  0.2224
H 0.586 1.233 -2.710  0.3935
H -0.674 0.020 -2.898  0.3224
H 1.111 2.386 -0.481  0.3133
H 0.610 1.030 1.881  0.3106
H -1.759 2.839 1.050  0.3836
H -0.114 3.366 1.546  0.3814
H -1.117 2.656 2.732  0.3403
H -1.366 -0.977 -0.451  0.3695
C 0.738 -2.908 -1.770  -0.2676
C 0.887 -2.717 -0.599  0.0251
C 1.080 -2.532 0.824  -0.8961
H 0.525 -2.936 -2.790  0.4545
H 1.340 -3.373 1.406  0.3844
H 0.018 -2.361 1.226  0.1531
H 1.632 -1.587 1.051  0.1788



Molecular formula: C9H13NO2
Method: DFT, ωB97M-V/def2-TZVPD

Multiplicity: 3
HOMO level (spin up / spin down): -4.70 / -8.46 eV
HOMO-LUMO gap (spin up / spin down): 0.1631 / 0.1518 Eh

Each line ends with the Mulliken spin population.
Geometry (Å):
C -1.877 0.728 -0.103  0.4201
C -1.053 1.392 0.717  0.3841
C 0.043 1.585 -1.266  0.0943
C -1.016 0.387 -1.263  0.0033
C 0.346 1.455 0.183  0.0231
C -0.123 -0.791 -0.714  0.1012
C 0.820 -0.042 0.262  0.0560
C -0.927 -1.996 -0.108  0.0048
C 0.746 -0.548 1.680  0.0434
N 2.259 -0.025 -0.140  0.2798
O 3.062 0.186 0.778  0.2651
O 2.555 -0.216 -1.322  0.3354
H -2.867 0.362 -0.036  0.0149
H -1.351 1.684 1.709  0.0067
H 0.806 1.346 -2.013  0.0041
H -0.412 2.621 -1.709  -0.0011
H -1.576 0.201 -2.159  -0.0026
H 1.107 2.119 0.710  -0.0027
H 0.464 -1.177 -1.486  -0.0033
H -1.593 -1.968 0.639  -0.0080
H -0.201 -2.652 0.342  0.0002
H -1.371 -2.545 -0.930  0.0002
H 1.354 -1.466 1.851  -0.0052
H -0.232 -0.766 1.926  -0.0033
H 1.035 0.126 2.452  -0.0105



Molecular formula: C9H13NOP
Method: DFT, ωB97M-V/def2-TZVPD

HOMO level: -12.92 eV
Net charge: +1
HOMO-LUMO gap: 0.3113 Eh

Each line ends with the Mulliken charge.
Geometry (Å):
C -3.058 -0.857 0.215  -0.4554
C -2.660 0.256 1.020  -0.7485
C -2.450 -1.268 -0.932  -0.5362
C -1.528 0.986 0.619  -0.4542
C -1.296 -0.583 -1.340  -0.3318
C -0.801 0.418 -0.444  0.7820
C 3.173 -0.893 -0.454  -1.1718
C 1.604 -0.855 -0.433  -0.5304
C 1.240 0.403 0.124  0.4778
N 1.347 0.621 1.413  -0.3100
O 0.344 2.994 -0.206  -0.5612
P 0.588 1.624 -1.098  0.0927
H -3.765 -1.481 0.789  0.3288
H -3.317 0.453 1.887  0.3763
H -2.779 -2.187 -1.483  0.3597
H -1.031 1.556 1.424  0.3006
H -0.706 -0.709 -2.236  0.4680
H 3.549 -1.675 -1.185  0.3798
H 3.405 0.172 -0.596  0.3895
H 3.628 -1.325 0.522  0.2770
H 1.449 -0.881 -1.461  0.3052
H 1.166 -1.689 0.020  0.5329
H 0.787 1.547 1.718  0.3491
H 1.911 0.269 2.134  0.2254
H -0.802 3.103 -0.019  0.4548



Molecular formula: C9H13NOS
Method: DFT, ωB97M-V/def2-TZVPD

HOMO level: -8.87 eV
HOMO-LUMO gap: 0.3556 Eh

Each line ends with the Mulliken charge.
Geometry (Å):
C 3.505 -0.721 -0.006  -0.0496
C 2.677 -1.176 -1.025  -0.8581
C 3.235 0.348 0.747  -0.8481
C 1.459 -0.413 -1.215  -0.0200
C 2.078 1.023 0.515  0.0535
C 1.197 0.728 -0.479  0.0571
C -3.382 -0.873 -0.525  -1.1885
C -1.662 0.549 1.622  -0.8322
C -1.886 -0.472 -0.671  -0.4937
N -1.604 0.689 0.174  -0.0648
O -0.166 2.759 0.394  -0.5948
S -0.391 1.707 -0.574  0.4376
H 4.359 -1.414 0.295  0.2402
H 3.035 -1.856 -1.774  0.3674
H 4.003 0.630 1.434  0.3976
H 0.795 -0.731 -2.051  0.2964
H 1.975 1.975 1.007  0.4055
H -4.045 -0.357 -1.221  0.2647
H -3.714 -0.764 0.419  0.3858
H -0.789 0.000 1.996  0.3082
H -1.864 1.522 2.130  0.2671
H -2.607 0.083 1.782  0.3414
H -1.283 -1.275 -0.458  0.4027
H -3.287 -1.892 -0.842  0.3542
H -1.637 -0.067 -1.673  0.3704



It is found that the energy above the lowest of the compared OMol25 structures with the same formula, charge and spin values, taken in the order of the records, are 578.1; 310.4; 769.2; 58.4; 311.8; 439.4; 255.5; 207.3 kJ/mol.